# 1
{"formula": "CH6NS", "method": "ωB97M-V/def2-TZVPD", "multiplicity": 1, "de_lowest_ev": 0.155, "gap_ha": 0.2573, "e_lumo_ha": 0.160, "charge": -1, "species": ["S", "N", "C", "H", "H", "H", "H", "H", "H"], "xyz": [[1.693, 0.237, -0.604], [-1.382, -0.977, 0.679], [-1.818, 0.440, 0.589], [-2.844, 0.413, 0.960], [-1.232, 1.143, 1.166], [-0.411, -1.025, 0.341], [1.580, 1.558, -0.430], [-1.820, -1.406, -0.133], [-1.755, 0.789, -0.430]], "mulliken_charge": [-0.87, -0.65, -0.69, 0.30, 0.26, 0.24, -0.07, 0.22, 0.26]}

# 2
{"formula": "CH6NS", "method": "ωB97M-V/def2-TZVPD", "multiplicity": 2, "de_lowest_ev": 0.733, "gap_ha": [0.0719, 0.2499], "s2": 0.751, "e_lumo_ha": [0.251, 0.267], "charge": -2, "species": ["S", "N", "C", "H", "H", "H", "H", "H", "H"], "xyz": [[-1.325, -1.035, 1.337], [1.169, -0.001, -0.074], [0.175, 0.866, -0.686], [1.599, -0.627, -0.741], [0.671, 1.573, -1.362], [-0.327, 1.417, 0.101], [-2.039, -1.935, 2.021], [0.686, -0.581, 0.628], [-0.608, 0.322, -1.225]], "mulliken_charge": [-1.00, -0.74, -3.39, 0.45, 1.51, 0.62, 0.03, 0.16, 0.36]}

# 3
{"formula": "CH6O", "method": "ωB97M-V/def2-TZVPD", "multiplicity": 1, "de_lowest_ev": 0.010, "gap_ha": 0.4632, "e_lumo_ha": 0.035, "smiles": "C.O", "species": ["O", "C", "H", "H", "H", "H", "H", "H"], "xyz": [[-2.134, 0.590, 0.388], [1.207, -0.429, -0.422], [1.718, 0.013, 0.427], [0.359, 0.152, -0.779], [1.953, -0.456, -1.209], [0.842, -1.433, -0.216], [-2.622, 1.147, 0.986], [-1.323, 0.415, 0.824]], "mulliken_charge": [-0.62, -1.01, 0.26, 0.21, 0.28, 0.26, 0.31, 0.31]}

# 4
{"formula": "CH6O", "method": "ωB97M-V/def2-TZVPD", "multiplicity": 1, "de_lowest_ev": 0.013, "gap_ha": 0.4579, "e_lumo_ha": 0.032, "smiles": "C.O", "species": ["O", "C", "H", "H", "H", "H", "H", "H"], "xyz": [[1.850, -0.472, 0.681], [-1.195, 0.253, -0.632], [2.538, -1.006, 1.139], [-1.064, 0.798, 0.315], [-2.264, 0.223, -0.891], [-0.638, 0.765, -1.430], [1.589, 0.213, 1.338], [-0.816, -0.774, -0.519]], "mulliken_charge": [-0.63, -0.90, 0.31, 0.18, 0.28, 0.23, 0.32, 0.22]}

# 5
{"formula": "CH6O2", "method": "ωB97M-V/def2-TZVPD", "multiplicity": 1, "de_lowest_ev": 3.190, "gap_ha": 0.4013, "e_lumo_ha": 0.013, "species": ["O", "O", "C", "H", "H", "H", "H", "H", "H"], "xyz": [[2.155, -0.101, -0.159], [-0.735, 0.650, 0.069], [-1.430, -0.545, -0.033], [2.160, -0.059, 1.168], [1.064, -0.083, -0.025], [-1.223, -1.055, 1.018], [-2.417, -0.144, -0.146], [-1.086, -1.324, -0.772], [-1.285, 1.539, -0.325]], "mulliken_charge": [-0.69, -0.58, -0.46, 0.34, 0.31, 0.17, 0.35, 0.20, 0.35]}

# 6
{"formula": "CH6O2", "method": "ωB97M-V/def2-TZVPD", "multiplicity": 2, "de_lowest_ev": 0.491, "gap_ha": [0.3788, 0.1359], "s2": 0.754, "e_lumo_ha": [-0.167, -0.405], "charge": 1, "species": ["O", "O", "C", "H", "H", "H", "H", "H", "H"], "xyz": [[-0.371, -0.936, 0.700], [2.321, 1.870, -0.050], [-1.339, -0.968, -0.278], [1.396, 1.930, 0.028], [-1.188, -0.141, -0.994], [-1.403, -1.944, -0.746], [2.756, 2.656, 0.312], [0.123, -1.785, 0.806], [-2.295, -0.683, 0.222]], "mulliken_charge": [-0.09, -0.61, -0.32, 0.29, 0.30, 0.33, 0.34, 0.45, 0.32]}

# 7
{"formula": "CH6O3", "method": "ωB97M-V/def2-TZVPD", "multiplicity": 1, "de_lowest_ev": 0.194, "gap_ha": 0.4093, "e_lumo_ha": 0.013, "smiles": "C=O.O.O", "species": ["O", "O", "O", "C", "H", "H", "H", "H", "H", "H"], "xyz": [[0.405, 2.549, -2.592], [-1.360, -0.371, 0.797], [-0.029, -2.944, 1.707], [-0.365, 0.274, 0.607], [-0.309, 0.928, -0.287], [0.476, 0.229, 1.301], [0.232, -2.638, 2.579], [0.798, 2.398, -3.458], [0.838, 1.883, -2.045], [-0.686, -2.308, 1.391]], "mulliken_charge": [-0.63, -0.44, -0.64, 0.10, 0.10, 0.22, 0.31, 0.32, 0.32, 0.34]}

# 8
{"formula": "CH6O3", "method": "ωB97M-V/def2-TZVPD", "multiplicity": 1, "de_lowest_ev": 2.709, "gap_ha": 0.4101, "e_lumo_ha": 0.032, "smiles": "CO.OO", "species": ["O", "O", "O", "C", "H", "H", "H", "H", "H", "H"], "xyz": [[-0.554, 1.426, 2.523], [0.673, -1.379, -1.267], [-0.243, -1.527, -2.350], [-0.044, 1.415, 1.213], [1.195, -2.195, -1.360], [-0.187, -0.645, -2.733], [-0.094, 2.391, 0.701], [1.004, 1.078, 1.162], [-0.010, 2.032, 3.043], [-0.655, 0.696, 0.656]], "mulliken_charge": [-0.50, -0.31, -0.34, -0.44, 0.32, 0.33, 0.26, 0.22, 0.29, 0.17]}

# 9
{"formula": "CH6O6P", "method": "ωB97M-V/def2-TZVPD", "multiplicity": 1, "de_lowest_ev": 0.701, "gap_ha": 0.4310, "e_lumo_ha": -0.126, "charge": 1, "species": ["P", "O", "O", "O", "O", "O", "O", "C", "H", "H", "H", "H", "H", "H"], "xyz": [[0.814, 0.183, -0.912], [0.732, -1.363, -0.832], [-1.952, -0.311, 2.634], [-0.297, 0.901, -1.753], [-1.379, -0.322, 0.440], [2.128, 0.564, -1.646], [0.880, 0.617, 0.572], [-1.242, -0.620, 1.604], [0.835, -1.870, -1.576], [-1.050, 1.148, -1.266], [2.108, 1.043, -2.427], [-2.742, 0.156, 2.316], [-0.507, -1.233, 1.984], [1.673, 1.107, 0.863]], "mulliken_charge": [1.14, -0.35, -0.38, -0.40, -0.65, -0.44, -0.36, 0.20, 0.34, 0.38, 0.36, 0.37, 0.44, 0.36]}

# 10
{"formula": "CH6OS", "method": "ωB97M-V/def2-TZVPD", "multiplicity": 1, "de_lowest_ev": 0.726, "gap_ha": 0.3668, "e_lumo_ha": 0.022, "smiles": "CS.O", "species": ["S", "O", "C", "H", "H", "H", "H", "H", "H"], "xyz": [[-0.490, 1.722, 1.812], [1.105, -2.556, -0.819], [-0.681, 0.911, 0.025], [0.708, 2.201, 1.731], [-0.095, 1.418, -0.755], [-1.671, 0.967, -0.435], [1.066, -1.632, -0.810], [-0.177, -0.131, 0.131], [0.236, -2.901, -0.878]], "mulliken_charge": [-0.18, -0.62, -0.62, 0.11, 0.30, 0.31, 0.31, 0.07, 0.32]}

# 11
{"formula": "CH6P2", "method": "ωB97M-V/def2-TZVPD", "multiplicity": 1, "de_lowest_ev": 1.310, "gap_ha": 0.3788, "e_lumo_ha": 0.029, "smiles": "PCP", "species": ["P", "P", "C", "H", "H", "H", "H", "H", "H"], "xyz": [[1.616, 0.209, -0.441], [-1.950, 0.333, -0.073], [0.086, 0.237, 0.620], [1.512, -1.070, -0.940], [0.196, 1.106, 1.331], [2.087, -0.264, 0.742], [-1.680, -0.824, -0.952], [-0.087, -0.730, 1.069], [-1.779, 1.004, -1.355]], "mulliken_charge": [-0.01, -0.04, -0.80, 0.02, 0.37, 0.03, 0.04, 0.34, 0.05]}

# 12
{"formula": "CH6S2", "method": "ωB97M-V/def2-TZVPD", "multiplicity": 1, "de_lowest_ev": 0.398, "gap_ha": 0.3244, "e_lumo_ha": 0.009, "smiles": "SS.C", "species": ["S", "S", "C", "H", "H", "H", "H", "H", "H"], "xyz": [[-0.384, 0.433, -0.626], [-1.225, -1.453, -0.238], [2.685, 1.780, 1.542], [3.350, 1.353, 0.796], [2.821, 2.853, 1.613], [2.996, 1.390, 2.525], [-0.166, 0.207, -1.928], [1.668, 1.399, 1.515], [-1.231, -1.242, 1.073]], "mulliken_charge": [-0.16, -0.16, -0.87, 0.23, 0.24, 0.26, 0.15, 0.14, 0.15]}